Run P
Density functional theory data (ωB97M-V/def2-TZVPD) for an isolated ion of composition C2H7N2 and charge +1.

- HOMO (eV) = -15.59
- orbital gap (eV) = 6.690
- total charge = +1

Each line ends with the Löwdin charge.
Geometry (Å):
C 1.58 0.47 0.01  -0.0133
N -1.52 0.35 -0.12  0.1453
C -0.55 -0.61 0.34  -0.3007
N 0.58 -0.41 -0.46  0.2160
H 1.07 1.44 0.17  0.1519
H 2.36 0.47 -0.74  0.1077
H 2.09 0.24 0.96  0.1540
H -2.45 0.18 0.22  0.1261
H -1.20 1.30 -0.16  0.0978
H -0.94 -1.62 0.11  0.1776
H -0.40 -0.62 1.43  0.1377



Run Q
Density functional theory data (ωB97M-V/def2-TZVPD) for an isolated ion of composition C2H7N2 and charge +1.

- HOMO (eV) = -15.25
- orbital gap (eV) = 10.346
- total charge = +1

Each line ends with the Löwdin charge.
Geometry (Å):
C 1.27 0.47 0.98  -0.0183
N 0.34 -0.53 0.42  0.0091
C -0.33 0.07 -0.63  -0.1035
N -1.60 -0.24 -1.00  0.1571
H 1.03 0.59 2.03  0.1106
H 2.21 -0.01 0.97  0.0832
H 1.22 1.30 0.29  0.0899
H -0.05 -1.50 0.62  0.2003
H 0.16 0.70 -1.41  0.1776
H -2.01 -1.20 -0.79  0.1717
H -2.25 0.35 -1.48  0.1222



The structure with the most favorable energy is run Q; the runner-up is 83.0 kcal/mol above it.



Run P
Density functional theory data (ωB97M-V/def2-TZVPD) for a single C2H4O3S molecule.

- HOMO (eV) = -9.60
- orbital gap (eV) = 10.143

Each line ends with the Löwdin charge.
Geometry (Å):
C -0.70 -0.88 0.10  -0.2911
C 0.40 0.09 -0.15  -0.8645
O -0.25 -0.51 -1.20  0.0012
O -1.98 -0.36 0.25  0.0172
O 0.19 1.50 -0.08  -0.0255
S 2.05 -0.51 0.13  0.8647
H -0.62 -1.94 0.18  0.1489
H -1.89 0.65 0.21  0.1368
H 0.76 1.95 -0.79  0.1470
H 2.03 -0.01 1.33  -0.1347



Run Q
Density functional theory data (ωB97M-V/def2-TZVPD) for a 2-piece molecular cluster, C2H4O3S overall.

- HOMO (alpha / beta) (eV) = -8.04 / -8.01
- orbital gap (alpha / beta) (eV) = 7.442 / 7.300

Each line ends with the Löwdin charge.
Geometry (Å):
C -0.29 -0.62 -0.74  -0.2560
C 0.03 -0.01 0.53  -0.4570
O -1.17 0.35 0.04  0.1099
O -0.78 -1.86 -0.93  0.0390
O 0.32 -0.46 1.68  0.1761
S 2.14 1.78 -0.02  0.1858
H 0.07 -0.14 -1.73  0.1890
H -1.46 -2.27 -0.24  0.1958
H -0.21 -0.10 2.38  0.1434
H 2.96 0.96 -0.73  -0.3261



The structure with the most favorable energy is run P; the runner-up is 56.0 kcal/mol above it.



Run P
Density functional theory data (ωB97M-V/def2-TZVPD) for a single C2H4O3S molecule.

- HOMO (eV) = -11.04
- orbital gap (eV) = 11.630

Each line ends with the Löwdin charge.
Geometry (Å):
C 0.82 -0.76 0.03  -0.2176
C 0.49 0.76 -0.10  -0.1511
O -1.79 0.34 1.20  -0.2624
O -2.07 0.34 -1.17  -0.2609
O -0.49 -1.32 -0.22  -0.2086
S -1.19 0.11 -0.07  0.6163
H 1.58 -1.16 -0.69  0.1327
H 1.10 -1.08 1.06  0.1325
H 0.64 1.23 0.83  0.0647
H 0.92 1.54 -0.86  0.1543



Run Q
Density functional theory data (ωB97M-V/def2-TZVPD) for a single C2H4O3S molecule.

- HOMO (eV) = -9.63
- orbital gap (eV) = 10.251

Each line ends with the Löwdin charge.
Geometry (Å):
C -0.70 0.02 -0.69  -0.1326
C 0.04 -0.15 0.60  -0.8604
O -1.80 0.59 0.05  -0.0405
O -0.99 0.56 1.23  -0.0292
O 0.23 -1.37 1.10  0.0354
S 1.73 0.82 0.47  0.7154
H -0.21 0.55 -1.49  0.1086
H -1.24 -0.91 -1.04  0.1529
H -0.42 -1.47 1.80  0.1250
H 2.27 0.13 1.63  -0.0747



The structure with the most favorable energy is run P; the runner-up is 62.6 kcal/mol above it.



Run P
Density functional theory data (ωB97M-V/def2-TZVPD) for a 4-piece molecular cluster, C2H13NO4 overall.

- HOMO (alpha / beta) (eV) = 0.96 / -6.39
- orbital gap (alpha / beta) (eV) = 2.530 / 9.755
- multiplicity = 2
- total charge = -1

Each line ends with the Löwdin charge.
Geometry (Å):
C 1.76 -1.86 -2.17  -0.1661
N 1.01 -1.49 -0.98  -0.1120
C 0.59 -0.12 -0.94  -0.3987
O -0.64 0.07 -1.63  -0.1027
H 2.84 -1.95 -1.99  0.0667
H 1.41 -2.80 -2.60  0.0595
H 1.69 -1.11 -2.96  0.0741
H 1.48 -1.77 -0.13  0.0908
H 1.32 0.55 -1.36  0.0902
H 0.42 0.18 0.10  0.0767
H -1.05 -0.80 -1.65  0.0726
H -3.06 -1.20 3.58  0.0029
H -2.20 -2.25 4.31  0.0040
O -2.18 -1.36 3.94  -0.1780
H 1.42 1.80 2.17  -0.0665
H 0.94 0.98 3.28  -0.0385
O 1.55 0.89 2.53  -0.3241
H -1.10 2.61 -1.74  -0.0024
H -1.38 3.79 -0.85  -0.0007
O -1.61 3.43 -1.72  -0.1479



Run Q
Density functional theory data (ωB97M-V/def2-TZVPD) for a 4-piece molecular cluster, C2H13NO4 overall.

- HOMO (alpha / beta) (eV) = 0.65 / -6.08
- orbital gap (alpha / beta) (eV) = 2.912 / 9.468
- multiplicity = 2
- total charge = -1

Each line ends with the Löwdin charge.
Geometry (Å):
C 1.48 -0.50 0.27  -0.2114
N 1.53 -1.61 -0.69  -0.1460
C 0.20 -2.26 -1.01  -0.3737
O -0.87 -1.35 -1.34  -0.1967
H 2.48 -0.56 0.66  0.0597
H 1.28 0.48 -0.18  0.0395
H 0.81 -0.71 1.11  0.0666
H 2.15 -2.38 -0.28  0.1127
H -0.01 -3.09 -0.25  0.1203
H 0.31 -2.78 -1.90  0.0583
H -0.43 -0.47 -1.66  0.0802
H 0.31 2.39 -0.58  0.0020
H -1.03 2.98 -0.31  -0.0371
O -0.14 3.05 0.01  -0.1613
H -2.69 0.39 -0.68  -0.0078
H -3.57 1.53 -1.11  -0.0171
O -2.60 1.35 -0.97  -0.2935
H 0.67 1.46 2.37  0.0137
H -0.42 0.94 3.25  0.0326
O 0.54 1.14 3.29  -0.1409



The structure with the most favorable energy is run P; the runner-up is 12.6 kcal/mol above it.



Run P
Density functional theory data (ωB97M-V/def2-TZVPD) for a single C8H8N2O molecule.

- HOMO (eV) = -8.39
- orbital gap (eV) = 8.390

Each line ends with the Löwdin charge.
Geometry (Å):
O -2.00 1.46 -3.56  0.0357
N -1.75 1.39 -1.31  0.1493
C -1.73 0.80 -2.54  -0.4916
C -1.21 0.77 -0.28  -0.2431
C -1.23 1.44 1.01  0.0007
C -0.65 0.84 2.08  -0.0536
C 0.04 -0.44 1.93  -0.0797
C 0.05 -1.09 0.73  -0.0488
N -0.53 -0.47 -0.41  -0.0038
C -1.38 -0.66 -2.67  -0.0946
C -0.23 -1.03 -1.75  -0.1186
H -1.66 2.44 1.01  0.1158
H -0.75 1.34 3.04  0.1051
H 0.49 -0.87 2.81  0.0934
H 0.55 -2.06 0.68  0.1267
H -2.27 -1.26 -2.41  0.1348
H -1.10 -0.84 -3.70  0.1201
H -0.08 -2.11 -1.72  0.1260
H 0.67 -0.55 -2.11  0.1262



Run Q
Density functional theory data (ωB97M-V/def2-TZVPD) for a single C8H8N2O molecule.

- HOMO (eV) = -8.73
- orbital gap (eV) = 8.914

Each line ends with the Löwdin charge.
Geometry (Å):
C -2.99 0.42 -0.08  -0.1215
C -2.23 1.53 -0.05  -0.1042
C -2.46 -0.81 0.22  -0.0611
C -0.85 1.50 0.06  -0.0181
C -1.05 -0.90 0.15  -0.0255
C -0.23 0.24 0.10  -0.1428
C 1.24 0.06 0.06  -0.4927
C 3.14 -1.26 0.13  -0.0695
N 2.07 1.20 0.31  0.1114
N 1.87 1.07 -0.93  0.1936
O 1.72 -1.21 0.11  -0.0977
H -4.04 0.49 -0.21  0.0973
H -2.68 2.44 -0.22  0.0885
H -3.10 -1.81 0.14  0.1478
H -0.25 2.40 -0.01  0.1058
H -0.61 -1.84 -0.04  0.0951
H 3.44 -2.18 0.48  0.0516
H 3.39 -0.38 0.79  0.0856
H 3.60 -0.98 -1.01  0.1563



The structure with the most favorable energy is run P; the runner-up is 77.9 kcal/mol above it.



Run P
Density functional theory data (ωB97M-V/def2-TZVPD) for a single C3H3BrOS molecule.

- HOMO (eV) = -9.33
- orbital gap (eV) = 7.291

Each line ends with the Löwdin charge.
Geometry (Å):
C 0.34 1.52 0.65  -0.5595
C 1.39 2.22 -0.23  -1.0356
C 0.83 0.20 1.19  -0.0351
O -0.77 1.93 0.83  0.0981
S 0.95 3.79 -0.96  0.6133
Br 2.99 1.44 -0.78  0.7583
H 1.27 0.23 2.08  0.0484
H -0.08 -0.38 1.17  0.0903
H 1.48 -0.15 0.37  0.0219



Run Q
Density functional theory data (ωB97M-V/def2-TZVPD) for a single C3H3BrOS molecule.

- HOMO (eV) = -8.68
- orbital gap (eV) = 7.904

Each line ends with the Löwdin charge.
Geometry (Å):
C 0.78 1.07 1.05  -0.6272
C 0.30 -0.68 0.70  -0.4447
C -1.15 -0.75 0.73  -0.6076
O 1.00 -1.56 0.34  0.1215
S 1.76 2.01 0.17  0.6602
Br -2.14 0.68 -0.08  0.7231
H 0.36 1.24 2.08  0.0443
H -1.54 -1.67 0.35  0.0736
H -1.44 -0.95 1.70  0.0568



The structure with the most favorable energy is run P; the runner-up is 11.3 kcal/mol above it.